The following is a DFT calculation (wB97M-V/def2-TZVPD) of C4H8O3 as an isolated structure at a distorted geometry.

```
15
Properties=species:S:1:pos:R:3
C -0.420 -0.361 0.259
C 1.343 0.571 -0.142
C -1.667 0.438 0.572
C -0.389 -0.977 -1.050
O 0.820 -1.710 -1.267
O 1.865 0.703 1.096
O -1.017 -0.650 -2.042
H 1.132 -2.118 -0.442
H 1.532 1.544 1.468
H -0.126 -1.036 1.064
H 0.807 1.389 -0.615
H 2.112 0.264 -0.844
H -2.534 -0.213 0.740
H -1.532 1.059 1.463
H -1.927 1.099 -0.259
```

Results
HOMO = -9.24 eV
Lowest unoccupied orbital energy = 0.5 eV
Relative energy (zero: lowest compared OMol25 entry of this formula, charge and spin) = 301.2 kJ/mol
Spin multiplicity = 1
Gap between HOMO and LUMO = 9.739 eV
E_tot = -382.85009 hartree